ORCA calculation (ωB97M-V/def2-TZVPD) on a cluster of 15 separate species, C74H192N14O23 in total at a distorted geometry.

As for the spin multiplicity: 1. For the HOMO-LUMO gap, the calculation gives 8.757 eV. The HOMO energy comes out at -8.201 eV.

Structure (XYZ):
```
303
Properties=species:S:1:pos:R:3:mulliken_charge:R:1
C 2.746 -5.115 -0.215 -0.509
C 4.065 -5.834 -0.574 0.713
C 5.180 -5.692 0.488 -1.079
O 5.475 -4.340 0.661 -0.082
C 6.221 -4.059 1.807 -0.841
N 3.665 -7.188 -0.763 -0.776
H 2.337 -5.486 0.724 0.427
H 1.956 -5.236 -0.956 0.234
H 2.894 -4.036 -0.153 -0.416
H 4.353 -5.437 -1.548 0.068
H 6.039 -6.195 0.045 0.306
H 4.949 -6.175 1.438 0.507
H 6.120 -3.012 2.093 0.220
H 7.253 -4.331 1.582 0.276
H 5.797 -4.640 2.625 0.344
H 2.780 -7.235 -1.248 0.293
H 3.572 -7.643 0.134 0.330
C -0.447 8.483 -1.775 -1.698
C 0.104 7.146 -2.079 1.031
C 0.533 6.258 -0.855 0.277
O 1.631 6.777 -0.126 -0.335
C 2.871 6.333 -0.547 -0.405
N -0.807 6.535 -2.942 -0.797
H 0.372 9.079 -1.373 0.286
H -1.263 8.375 -1.061 0.324
H -0.840 9.036 -2.628 0.534
H 1.044 7.342 -2.594 0.006
H 0.700 5.226 -1.163 -0.711
H -0.295 6.163 -0.152 0.407
H 3.023 6.622 -1.587 0.223
H 2.922 5.264 -0.340 0.152
H 3.529 6.834 0.162 0.198
H -0.326 5.759 -3.374 0.083
H -1.044 7.217 -3.648 0.333
C 5.615 -0.659 -6.372 -0.952
C 6.287 -1.312 -5.226 0.769
C 5.510 -2.561 -4.667 -0.967
O 4.181 -2.416 -4.234 0.255
C 3.455 -3.457 -3.673 0.067
N 7.712 -1.571 -5.512 -0.797
H 4.739 -0.176 -5.939 -0.153
H 5.268 -1.381 -7.111 0.307
H 6.259 0.108 -6.802 0.456
H 6.184 -0.602 -4.405 0.152
H 6.045 -2.880 -3.772 0.303
H 5.584 -3.329 -5.437 0.321
H 3.925 -3.558 -2.695 -0.256
H 3.545 -4.411 -4.192 0.563
H 2.446 -3.044 -3.650 -0.493
H 8.012 -2.008 -4.652 0.278
H 8.252 -0.731 -5.663 0.281
C -2.351 -5.374 0.755 -1.426
C -1.112 -6.273 0.326 0.840
C -1.461 -7.830 0.379 -0.253
O -1.692 -8.125 1.735 -0.322
C -2.361 -9.369 2.003 -0.769
N -0.829 -5.972 -1.082 -0.023
H -2.160 -4.327 0.522 0.103
H -2.518 -5.430 1.831 0.361
H -3.266 -5.661 0.236 0.353
H -0.214 -6.017 0.890 0.194
H -0.614 -8.394 -0.011 0.442
H -2.283 -8.049 -0.303 -0.231
H -1.672 -10.211 1.942 0.275
H -3.182 -9.477 1.295 0.317
H -2.687 -9.270 3.038 0.236
H -0.037 -6.491 -1.432 0.191
H -1.529 -6.340 -1.710 -0.302
C -3.609 -4.008 6.875 -1.556
C -2.241 -3.638 6.253 0.425
C -2.153 -3.096 4.785 -0.659
O -0.781 -2.852 4.429 -0.240
C -0.588 -2.656 3.070 -0.585
N -1.738 -2.606 7.134 -0.260
H -4.262 -3.144 6.752 0.250
H -3.569 -4.354 7.908 0.369
H -4.164 -4.764 6.320 0.446
H -1.557 -4.477 6.382 0.302
H -2.698 -2.152 4.751 0.248
H -2.591 -3.810 4.087 0.299
H 0.478 -2.482 2.918 -0.121
H -1.029 -1.693 2.814 0.516
H -0.921 -3.480 2.438 0.106
H -0.938 -2.201 6.669 -0.034
H -1.334 -3.039 7.952 0.186
C -0.279 4.329 -5.904 -1.788
C 0.233 3.032 -5.221 2.100
C 0.410 3.173 -3.666 -0.136
O 1.382 4.170 -3.323 0.375
C 2.685 3.972 -3.863 -1.097
N -0.896 2.099 -5.414 -0.330
H -1.340 4.550 -5.785 0.329
H -0.158 4.221 -6.981 0.290
H 0.332 5.196 -5.649 0.375
H 1.180 2.729 -5.667 0.100
H 0.785 2.261 -3.202 -1.002
H -0.496 3.345 -3.085 0.470
H 3.365 4.572 -3.259 0.246
H 2.733 4.340 -4.888 0.382
H 3.160 2.992 -3.839 0.255
H -0.620 1.186 -5.082 -0.597
H -1.188 1.921 -6.364 -0.083
C -6.296 0.254 1.416 -1.268
C -5.543 -0.021 0.124 0.588
O -6.022 -1.261 -0.429 -0.668
H -5.946 -0.447 2.173 0.278
H -7.359 0.143 1.206 0.329
H -6.154 1.289 1.728 0.365
H -4.478 -0.165 0.303 -0.268
H -5.650 0.729 -0.659 0.227
H -5.768 -1.271 -1.355 0.421
C 3.167 -2.581 4.195 -0.605
O 3.149 -2.258 2.764 -0.161
C 2.947 -0.863 2.459 -1.208
C 2.805 -0.590 0.912 0.790
N 4.076 -1.001 0.295 -0.258
C 3.875 -1.147 -1.156 0.874
C 3.896 0.262 -1.854 0.558
O 5.144 1.015 -1.854 -0.467
C 5.027 2.277 -1.326 -0.540
H 3.861 -3.380 4.456 0.335
H 2.179 -2.865 4.557 0.144
H 3.370 -1.651 4.725 0.100
H 3.631 -0.190 2.976 0.667
H 1.940 -0.636 2.806 0.099
H 2.552 0.442 0.668 0.086
H 2.038 -1.309 0.625 -0.284
H 4.417 -1.807 0.800 0.308
H 2.911 -1.632 -1.305 -1.081
H 4.622 -1.753 -1.669 0.655
H 3.050 0.851 -1.499 -0.193
H 3.638 -0.052 -2.865 -0.512
H 4.280 2.908 -1.807 0.069
H 6.008 2.752 -1.299 0.366
H 4.750 2.237 -0.272 0.286
C 6.415 4.806 1.811 -0.450
O 6.221 5.372 3.078 -0.454
C 5.101 6.215 3.278 0.238
C 4.395 6.079 4.648 -1.124
N 4.069 4.656 4.881 0.168
C 3.363 4.499 6.139 -1.152
C 3.147 2.997 6.394 0.840
O 4.265 2.158 6.693 -0.479
C 3.924 0.774 6.872 -0.076
H 5.769 3.941 1.658 0.083
H 7.456 4.484 1.765 0.313
H 6.226 5.587 1.074 0.324
H 4.414 6.008 2.458 -0.285
H 5.294 7.278 3.134 0.421
H 3.614 6.829 4.774 0.441
H 5.071 6.328 5.467 0.476
H 4.931 4.134 4.942 0.251
H 2.413 5.033 6.162 0.343
H 4.000 4.832 6.959 0.501
H 2.486 2.589 5.628 -0.677
H 2.523 3.098 7.282 0.160
H 4.766 0.081 6.872 0.332
H 3.237 0.443 6.093 -0.243
H 3.452 0.684 7.851 0.265
C 0.422 0.393 5.710 -0.575
O 0.317 -0.179 7.098 -0.359
C 0.021 0.711 8.181 -0.212
C -1.444 1.136 8.146 -0.775
N -2.377 0.140 8.652 -0.063
C -3.740 0.591 8.841 -0.826
C -4.702 -0.475 9.442 -0.199
O -4.443 -0.678 10.798 -0.327
C -5.211 -1.648 11.417 -0.741
H 0.982 -0.289 5.070 -0.114
H 0.919 1.356 5.818 0.443
H -0.563 0.682 5.341 0.490
H 0.713 1.540 8.033 0.012
H 0.163 0.190 9.127 0.330
H -1.730 1.632 7.219 0.276
H -1.546 1.920 8.897 0.580
H -2.259 -0.647 8.030 0.143
H -4.252 0.880 7.923 0.403
H -3.794 1.510 9.423 0.449
H -4.528 -1.422 8.932 -0.006
H -5.738 -0.180 9.271 0.398
H -4.810 -1.954 12.384 0.262
H -5.328 -2.583 10.870 0.280
H -6.203 -1.235 11.596 0.291
C -2.581 -1.325 -6.573 -1.080
O -3.226 -1.728 -5.300 -0.250
C -3.047 -0.832 -4.221 0.143
C -3.869 -1.181 -3.083 -0.491
N -5.270 -0.837 -3.195 -0.190
C -5.936 -1.521 -4.301 -0.077
C -7.409 -1.281 -4.447 -1.006
O -7.518 0.220 -4.537 -0.290
C -8.813 0.696 -4.546 -0.829
H -2.995 -0.364 -6.879 0.548
H -2.894 -1.950 -7.410 0.413
H -1.514 -1.459 -6.394 0.107
H -3.086 0.201 -4.564 0.514
H -2.029 -1.045 -3.896 -0.124
H -3.654 -0.638 -2.162 -0.098
H -3.742 -2.236 -2.841 0.183
H -5.262 0.154 -3.390 0.261
H -5.880 -2.609 -4.261 0.323
H -5.420 -1.280 -5.231 0.187
H -7.946 -1.735 -3.614 0.384
H -7.758 -1.699 -5.391 0.435
H -9.360 0.442 -3.639 0.320
H -9.396 0.392 -5.416 0.307
H -8.753 1.781 -4.627 0.234
C -2.498 -10.395 -3.870 -0.795
O -2.974 -9.129 -4.309 -0.370
C -3.599 -8.447 -3.214 -0.082
C -3.704 -6.948 -3.561 -0.978
N -2.444 -6.329 -3.760 0.317
C -2.680 -5.096 -4.563 -1.157
C -1.271 -4.475 -4.917 0.844
O -0.464 -5.350 -5.676 -0.397
C -0.928 -5.815 -6.930 -0.766
H -2.198 -10.957 -4.754 0.271
H -3.271 -10.999 -3.393 0.332
H -1.654 -10.360 -3.181 0.282
H -3.022 -8.476 -2.290 -0.217
H -4.579 -8.866 -2.983 0.523
H -4.270 -6.366 -2.834 0.482
H -4.300 -6.981 -4.473 0.491
H -1.980 -6.947 -4.410 0.200
H -3.361 -4.397 -4.078 0.348
H -3.126 -5.264 -5.544 0.348
H -0.795 -4.114 -4.005 -0.397
H -1.508 -3.669 -5.610 0.019
H -1.124 -5.021 -7.651 0.278
H -1.683 -6.588 -6.784 0.279
H -0.113 -6.371 -7.393 0.294
C 1.241 -0.254 -4.030 1.050
O 0.817 -0.402 -5.340 1.551
C 1.850 -0.664 -6.236 -0.310
C 1.231 -0.942 -7.623 -1.314
N 0.611 0.355 -8.081 -0.142
C -0.215 0.226 -9.254 -0.597
C -0.870 1.590 -9.592 -0.698
O -1.731 1.930 -8.465 -0.128
C -2.344 3.241 -8.564 -0.991
H 1.982 0.543 -4.089 -0.285
H 1.655 -1.199 -3.678 -0.697
H 0.346 -0.002 -3.460 -0.418
H 2.385 -1.555 -5.907 -0.171
H 2.536 0.182 -6.284 0.164
H 0.521 -1.766 -7.557 0.204
H 1.990 -1.254 -8.341 0.590
H -0.062 0.730 -7.428 -0.252
H -0.978 -0.527 -9.057 0.198
H 0.443 -0.003 -10.092 0.395
H -1.444 1.549 -10.518 0.410
H -0.070 2.321 -9.713 0.428
H -1.548 3.949 -8.793 0.385
H -2.822 3.531 -7.629 0.272
H -3.147 3.343 -9.295 0.319
C -1.027 9.821 2.326 -0.685
O -1.492 8.669 2.971 -0.392
C -0.496 7.623 3.070 0.292
C -1.129 6.373 3.673 -0.546
N -1.952 6.603 4.831 -0.338
C -1.140 7.057 5.953 -0.117
C -1.867 7.276 7.312 -0.660
O -1.092 7.919 8.299 -0.325
C -1.828 8.418 9.409 -0.742
H -1.909 10.378 2.009 0.265
H -0.363 9.642 1.480 0.214
H -0.507 10.472 3.029 0.287
H 0.351 7.893 3.701 0.247
H -0.102 7.354 2.090 -0.112
H -0.352 5.669 3.972 0.140
H -1.740 5.873 2.922 0.287
H -2.654 7.276 4.561 0.372
H -0.648 7.955 5.580 0.319
H -0.443 6.250 6.179 -0.011
H -2.068 6.302 7.759 0.309
H -2.819 7.771 7.120 0.366
H -2.410 7.610 9.852 0.302
H -2.387 9.329 9.195 0.297
H -1.130 8.876 10.111 0.270
C 0.245 -2.803 -0.939 0.798
O -0.020 -1.422 -0.854 2.080
C -1.260 -0.987 -0.266 -0.554
C -1.362 0.578 -0.423 -0.351
N -0.585 1.253 0.637 -0.215
C -0.367 2.714 0.379 -0.566
C 0.511 3.220 1.557 -0.520
O 1.848 2.713 1.392 0.586
C 2.689 3.045 2.583 -1.361
H -0.491 -3.266 -1.596 0.254
H 0.101 -3.219 0.058 -0.343
H 1.236 -3.105 -1.277 -1.059
H -1.252 -1.193 0.805 -0.561
H -2.128 -1.339 -0.823 0.282
H -2.415 0.840 -0.322 0.481
H -0.999 0.863 -1.411 -0.365
H 0.305 0.775 0.654 -0.198
H -1.267 3.326 0.431 0.445
H 0.122 2.807 -0.590 -0.085
H 0.207 2.932 2.563 0.446
H 0.498 4.310 1.556 0.018
H 2.724 4.094 2.876 0.334
H 3.753 2.827 2.483 0.178
H 2.343 2.495 3.459 0.166
```

ORCA calculation (ωB97M-V/def2-TZVPD) on a structure of composition C58H42Cl3N3O4P3PbSTe at a distorted geometry.

As for the spin multiplicity: 1. For the HOMO-LUMO gap, the calculation gives 5.066 eV. The charge is +1. The HOMO energy comes out at -9.657 eV.

Structure (XYZ):
```
116
Properties=species:S:1:pos:R:3:mulliken_charge:R:1
Pb 0.562 0.220 -0.936 1.765
Te 2.140 2.941 3.533 0.273
C 1.449 1.926 5.259 0.133
C 0.175 2.186 5.748 -0.196
C -0.276 1.433 6.826 -0.357
N 0.445 0.473 7.406 -0.588
C 1.672 0.246 6.932 -0.400
C 2.222 0.944 5.863 -0.260
C 1.254 1.329 2.420 -1.166
P 2.339 0.065 1.775 -0.136
C 1.847 -1.609 2.270 0.853
C 1.420 -1.916 3.559 0.232
C 1.086 -3.222 3.872 -0.655
C 1.169 -4.219 2.905 -0.962
C 1.610 -3.915 1.625 -0.316
C 1.959 -2.608 1.310 -0.327
C 4.017 0.220 2.464 0.793
C 4.816 1.257 1.976 -0.620
C 6.128 1.395 2.393 -0.724
C 6.667 0.482 3.290 -0.570
C 5.894 -0.571 3.755 -0.715
C 4.576 -0.712 3.336 -0.394
P -0.290 1.597 1.610 -0.357
C -1.405 0.084 2.023 0.863
C -2.373 -0.146 0.835 1.882
C -3.621 -0.849 1.284 -1.127
C -3.936 -1.017 2.567 -1.076
C -3.069 -0.556 3.662 -0.375
C -1.891 0.018 3.436 -1.320
C -1.141 3.085 2.208 1.798
C -2.381 3.030 2.841 -0.539
C -2.981 4.196 3.302 -0.730
C -2.371 5.423 3.094 -0.668
C -1.175 5.490 2.391 -0.833
C -0.570 4.332 1.944 -0.846
H -0.456 2.948 5.305 0.417
H -1.265 1.605 7.239 0.420
H 2.240 -0.533 7.429 0.418
H 3.224 0.722 5.516 0.515
H 1.336 -1.133 4.305 0.170
H 0.752 -3.466 4.874 0.489
H 0.890 -5.236 3.152 0.400
H 1.671 -4.690 0.870 0.476
H 2.316 -2.366 0.313 0.249
H 4.411 1.949 1.247 0.493
H 6.733 2.209 2.015 0.441
H 7.697 0.580 3.613 0.411
H 6.314 -1.294 4.442 0.445
H 3.992 -1.546 3.697 0.414
H -2.646 0.698 0.200 -0.731
H -4.300 -1.182 0.505 0.528
H -4.875 -1.489 2.833 0.457
H -3.426 -0.677 4.678 0.502
H -1.241 0.372 4.229 0.149
H -2.897 2.093 2.978 0.129
H -3.932 4.138 3.816 0.460
H -2.841 6.330 3.454 0.422
H -0.724 6.451 2.175 0.474
H 0.322 4.396 1.337 0.576
O -0.674 -1.068 1.685 0.352
C -1.195 -1.046 0.319 -0.042
C -1.462 -2.437 -0.169 0.576
C -1.886 -3.409 0.746 -0.309
C -2.177 -4.694 0.326 -1.005
C -2.049 -5.041 -1.016 -0.984
C -1.603 -4.101 -1.925 -0.490
C -1.296 -2.804 -1.506 0.378
P -0.610 -1.571 -2.647 2.057
C 0.500 -2.542 -3.703 0.819
C 1.815 -2.679 -3.260 -0.806
C 2.711 -3.484 -3.947 -0.774
C 2.299 -4.150 -5.094 -0.669
C 0.996 -4.007 -5.550 -0.873
C 0.094 -3.208 -4.859 -0.425
C -2.036 -1.030 -3.628 0.623
C -3.258 -0.888 -2.971 -0.454
C -4.345 -0.330 -3.626 -0.666
C -4.217 0.096 -4.940 -0.754
C -3.004 -0.048 -5.603 -0.824
C -1.913 -0.601 -4.950 -0.583
H -1.976 -3.141 1.790 0.389
H -2.505 -5.434 1.048 0.460
H -2.274 -6.048 -1.344 0.445
H -1.466 -4.380 -2.963 0.508
H 2.139 -2.143 -2.372 0.231
H 3.729 -3.589 -3.591 0.520
H 2.993 -4.785 -5.631 0.430
H 0.675 -4.525 -6.446 0.466
H -0.923 -3.110 -5.215 0.478
H -3.356 -1.211 -1.940 -0.024
H -5.288 -0.219 -3.106 0.465
H -5.061 0.545 -5.448 0.407
H -2.904 0.284 -6.629 0.445
H -0.960 -0.674 -5.457 0.515
O 0.413 0.965 -3.944 -0.372
C -0.452 1.690 -3.465 0.087
N -0.930 1.561 -2.186 -0.137
S -1.910 2.812 -1.772 1.119
O -3.217 2.341 -1.404 -0.695
O -1.224 3.650 -0.821 -0.608
C -1.924 3.560 -3.370 0.362
C -2.606 4.677 -3.812 -0.658
C -2.410 5.054 -5.136 -0.689
C -1.563 4.327 -5.970 -0.663
C -0.890 3.205 -5.503 -0.370
C -1.085 2.832 -4.188 -0.293
H -3.263 5.232 -3.155 0.531
H -2.917 5.930 -5.519 0.433
H -1.424 4.648 -6.995 0.434
H -0.227 2.630 -6.138 0.543
Cl 5.323 1.675 -4.324 -0.103
C 4.618 0.078 -4.043 0.827
Cl 3.284 -0.202 -5.154 -0.006
Cl 5.846 -1.176 -4.222 -0.084
C 4.108 0.041 -2.663 -0.270
N 3.676 0.025 -1.599 -0.332
```

LUMO level (computed, eV): 0.5559; -4.5910